# 1
C46H57Cl2N4O4PS2W | ωB97M-V with the def2-TZVPD basis set

```
117
Properties=species:S:1:pos:R:3:forces:R:3:mulliken_spin:R:1
W -0.451227 -1.192194 -0.108489 0.21 0.11 -1.38 0.8714
C 1.579254 0.120024 -4.730792 -0.06 -0.03 0.01 0.0036
C 0.797591 1.404016 -4.653099 0.04 0.01 -0.01 -0.0050
C 1.143154 2.421039 -5.538726 0.01 0.03 0.01 0.0011
C 0.458477 3.620634 -5.574351 -0.03 -0.03 0.01 -0.0009
C -0.603010 3.819333 -4.710596 0.02 0.00 0.00 0.0009
C -0.977739 2.840199 -3.799932 -0.03 0.06 0.01 0.0002
C -2.167943 3.106728 -2.919947 -0.02 0.06 -0.09 0.0005
C -0.263771 1.632399 -3.769457 -0.02 0.02 0.00 -0.0037
N -0.651673 0.670348 -2.766927 0.12 -0.27 -0.05 -0.0093
C -1.967976 0.225757 -2.754621 -0.04 0.23 0.15 0.0015
O -2.628143 0.159791 -3.761840 0.00 -0.04 -0.04 0.0126
C -2.699009 0.205961 -1.410636 0.05 -0.11 -0.12 -0.0148
C -4.059176 0.473403 -1.513438 -0.01 0.00 0.06 0.0033
C -4.777401 0.771793 -0.377563 0.07 -0.01 0.02 0.0061
C -4.091025 0.893148 0.822473 -0.04 0.00 -0.03 0.0153
C -2.750547 0.565737 0.880694 0.06 -0.09 0.07 0.0492
N -2.086869 0.107425 -0.209593 -0.42 0.22 -0.17 0.0222
C -2.102788 0.871806 2.233766 -0.10 0.08 0.06 -0.0360
O -2.773883 1.512654 3.008838 0.04 -0.11 -0.05 0.0013
N -0.835741 0.411983 2.606708 -0.06 -0.11 -0.06 -0.0842
C -0.609607 0.283413 4.052912 0.06 0.00 -0.03 0.0104
C -1.645380 -0.398142 4.733677 -0.01 -0.03 0.05 -0.0009
C -2.831390 -1.060977 4.076842 -0.01 0.03 -0.04 0.0022
C -1.592220 -0.526620 6.113612 -0.03 0.01 0.00 -0.0002
C -0.524482 -0.044583 6.842853 0.00 0.00 -0.02 0.0013
C 0.538129 0.493850 6.154794 -0.01 0.00 0.00 -0.0002
C 0.552332 0.638945 4.765892 -0.02 0.02 -0.01 -0.0008
C 1.929961 1.030062 4.262529 0.00 -0.03 -0.02 -0.0020
H 2.052282 0.046076 -5.709129 0.00 -0.01 0.00 0.0001
H 0.937899 -0.747720 -4.595417 -0.04 -0.05 0.04 -0.0022
H 2.365692 0.081055 -3.975893 0.01 -0.02 0.01 0.0011
H 1.961734 2.248287 -6.225566 0.01 0.00 -0.02 0.0000
H 0.738781 4.388169 -6.282278 0.02 0.02 0.00 0.0000
H -1.157266 4.748799 -4.735664 -0.01 0.02 0.00 0.0000
H -2.322408 4.179728 -2.815847 -0.01 0.00 0.00 0.0001
H -2.049269 2.681718 -1.925136 -0.02 0.02 0.03 -0.0003
H -3.076873 2.683720 -3.354841 0.02 -0.03 -0.01 0.0003
H -4.501130 0.459703 -2.497916 0.00 0.02 0.00 -0.0005
H -5.837848 0.975350 -0.427834 -0.02 0.00 0.00 0.0000
H -4.569190 1.252240 1.719451 -0.02 0.00 0.00 0.0002
H -3.084281 -1.964208 4.630253 0.00 -0.01 -0.02 0.0000
H -2.647596 -1.348798 3.041157 -0.03 0.06 0.06 -0.0014
H -3.703434 -0.407028 4.078214 -0.02 0.01 0.01 0.0005
H -2.408045 -1.032051 6.613978 -0.02 0.00 0.01 0.0000
H -0.499485 -0.134250 7.919601 0.00 0.00 0.02 0.0000
H 1.425905 0.797685 6.695583 0.02 0.00 0.01 0.0000
H 2.263218 1.941283 4.762344 0.00 0.00 -0.01 -0.0003
H 2.024980 1.181711 3.200602 0.00 -0.01 -0.09 0.0008
H 2.628099 0.237039 4.538306 0.00 0.00 -0.01 -0.0009
Cl -1.481804 -3.032688 1.588803 0.06 -0.27 0.23 -0.0004
C -0.364601 -4.248764 0.889893 -0.03 0.03 -0.04 -0.0018
Cl 1.006188 -3.386514 0.161680 0.09 -0.15 0.01 0.0049
H -0.905399 -4.745624 0.090774 0.02 0.02 0.01 0.0003
H -0.015007 -4.908178 1.676870 0.00 0.02 0.00 -0.0006
C -2.538990 -6.019628 -4.794875 0.00 -0.01 0.02 -0.0001
C -2.057106 -5.164661 -3.647528 -0.01 -0.07 0.02 -0.0007
O -1.546816 -3.934500 -4.185346 0.03 0.10 0.00 0.0030
P -0.583349 -2.912299 -3.391171 -0.03 0.05 0.01 0.0191
S 0.562520 -0.035083 -1.759989 -0.42 -0.41 0.64 0.0261
S -1.680791 -2.685408 -1.561822 0.12 0.27 0.27 -0.0219
O 0.593396 -3.889533 -2.798309 0.01 -0.01 -0.01 0.0072
C 1.681365 -4.175378 -3.694704 0.05 -0.04 -0.04 -0.0003
C 1.637097 -5.623175 -4.128742 0.00 0.02 -0.01 -0.0004
H -2.928096 -6.965139 -4.415729 -0.01 0.00 0.00 0.0000
H -1.725450 -6.234242 -5.487059 0.02 -0.01 0.00 -0.0001
H -3.331535 -5.513921 -5.343754 -0.01 0.02 -0.01 0.0000
H -1.265319 -5.665598 -3.082936 -0.02 0.02 -0.02 0.0002
H -2.873601 -4.925867 -2.962677 0.01 -0.01 0.00 0.0010
H 2.605528 -3.951082 -3.158570 -0.01 -0.01 0.02 0.0003
H 1.631742 -3.511415 -4.564716 0.01 0.02 0.01 0.0001
H 1.620325 -6.281138 -3.259979 0.01 -0.01 0.01 0.0000
H 2.516944 -5.863677 -4.725597 0.01 -0.01 -0.02 0.0000
H 0.750773 -5.819080 -4.732081 -0.02 0.00 0.00 0.0000
C 4.591130 -1.313091 0.245727 0.00 -0.01 0.01 0.0023
C 3.376210 -1.381668 1.130237 0.00 0.00 0.02 -0.0031
C 3.294339 -2.277972 2.184152 0.00 0.03 0.00 0.0378
C 2.137042 -2.367050 2.950037 0.03 0.04 0.00 -0.0100
C 1.990443 -3.403260 4.030807 0.01 0.01 0.00 -0.0034
C 1.093663 -1.489359 2.708795 0.00 -0.04 0.00 0.0380
C 1.184762 -0.490490 1.721952 0.21 0.30 0.37 0.0180
C 2.323348 -0.498201 0.901765 -0.08 -0.06 -0.07 -0.0080
N 0.166119 0.552593 1.604834 0.06 -0.02 0.01 0.0054
C 0.454030 2.124990 1.310597 0.00 -0.01 0.02 0.0404
C -0.532883 2.621177 0.242827 0.03 0.06 -0.02 -0.0194
C -0.302877 4.110867 -0.073486 -0.03 0.01 -0.02 0.0011
C 1.122961 4.333977 -0.569509 0.00 0.00 0.03 0.0007
C 2.089754 3.878797 0.521806 0.01 0.02 0.00 0.0009
C 1.862118 4.677116 1.802542 -0.01 -0.02 0.00 -0.0002
C 0.420959 4.470187 2.263344 -0.01 0.02 0.01 -0.0002
C -0.544310 4.944509 1.182112 0.03 -0.01 -0.01 0.0006
C 0.177578 2.982638 2.563159 -0.04 -0.02 -0.02 -0.0041
C 1.866841 2.381395 0.778751 -0.03 -0.02 0.05 0.0107
H 5.220060 -2.192836 0.369142 0.01 0.00 0.00 -0.0006
H 5.193598 -0.435005 0.485132 0.01 0.01 0.00 -0.0007
H 4.307090 -1.238064 -0.804468 -0.01 0.00 -0.02 -0.0007
H 4.126279 -2.941678 2.387718 0.01 -0.02 0.00 0.0003
H 2.958194 -3.803623 4.327270 0.01 0.00 0.01 -0.0008
H 1.379180 -4.243243 3.690854 -0.01 -0.02 0.00 -0.0004
H 1.505412 -2.983819 4.912672 -0.01 0.00 0.01 0.0001
H 0.209981 -1.602230 3.310002 0.04 0.04 0.00 0.0121
H 2.421114 0.187194 0.081833 0.04 0.02 0.04 -0.0091
H -1.560009 2.531980 0.599511 0.06 0.05 -0.03 0.0004
H -0.431068 2.037281 -0.669993 0.00 0.03 0.05 0.0102
H -1.014838 4.396378 -0.849923 0.03 0.01 0.01 0.0000
H 1.277316 5.391807 -0.794988 0.00 0.01 -0.02 -0.0001
H 1.299629 3.773610 -1.492731 0.00 -0.01 -0.03 -0.0005
H 3.120555 4.002472 0.181138 -0.01 0.00 0.00 0.0000
H 2.050629 5.737864 1.622214 0.01 0.01 0.00 0.0000
H 2.559927 4.350467 2.579637 0.01 0.00 0.01 -0.0001
H 0.243496 5.020205 3.190516 0.00 0.00 -0.01 0.0001
H -0.380163 6.003003 0.965402 -0.02 0.01 0.00 -0.0001
H -1.577781 4.835807 1.523012 -0.01 -0.01 0.00 0.0003
H -0.857280 2.869287 2.882144 0.01 -0.01 0.03 -0.0013
H 0.802266 2.713008 3.399909 0.05 0.00 0.01 0.0020
H 2.632975 2.017207 1.463692 0.02 -0.04 0.03 0.0007
H 1.984574 1.881909 -0.182143 0.01 0.03 -0.01 0.0025
```
Positions in Å, forces in eV/Å.

As for the frontier orbital gap (spin up / spin down): 5.85 / 6.37 eV. As for the multiplicity: 2. As for the total charge: +1. Its expectation value of S² is 0.762. The LUMO energy (spin up / spin down) comes out at -0.1308 / -0.1263 Eh. The energy above the lowest of the compared OMol25 structures with the same formula, charge and spin is 3.085 eV.

***

# 2
C4H12NO | ωB97M-V with the def2-TZVPD basis set

```
18
Properties=species:S:1:pos:R:3:forces:R:3:mulliken_charge:R:1
C -0.660141 -0.418842 0.581309 -0.90 -1.74 0.10 -0.5500
C -0.269295 0.654328 -0.423786 0.15 -0.01 0.36 -0.5735
C -0.019371 1.980108 0.265497 0.00 -0.62 0.39 -0.1156
C -0.977235 2.873352 0.412555 -0.22 1.47 -0.08 -0.7260
N 0.505784 -1.395363 0.806034 0.55 1.73 0.82 -0.2681
H -1.062901 -0.164535 1.562350 0.85 0.88 0.14 0.4752
H -1.515173 -1.028078 0.284155 0.31 -0.25 -0.80 0.3358
H 0.604429 0.257118 -0.959075 -0.02 0.40 0.05 0.2455
H -1.034612 0.738942 -1.200069 -0.04 0.13 0.30 0.3773
H 0.907417 2.114985 0.847266 -0.18 0.07 -0.77 0.2748
H -0.781880 3.865622 0.812074 0.26 -0.34 0.52 0.2652
H -2.008238 2.832488 0.083901 0.10 -0.60 -0.53 0.2582
H 0.839589 -1.878412 -0.057340 -0.48 -0.22 0.05 0.2833
H 1.313315 -0.807430 1.055292 -0.13 -0.03 -0.07 0.3721
H 0.375603 -1.943259 1.654526 -0.22 -0.63 -0.41 0.3760
H 0.760269 -3.151584 -1.742405 0.09 0.17 -0.29 0.3229
H 1.900163 -2.276914 -2.265962 0.55 0.04 -0.36 0.3154
O 1.122276 -2.252524 -1.716323 -0.67 -0.45 0.58 -0.6684
```
Positions in Å, forces in eV/Å.

As for the frontier orbital gap: 9.93 eV. As for the multiplicity: 1. As for the total charge: +1. The LUMO energy comes out at -0.1244 Eh. The energy above the lowest of the compared OMol25 structures with the same formula, charge and spin is 1.396 eV.

***

# 3
C20H40AsBF6Mg2NO19 | ωB97M-V with the def2-TZVPD basis set

```
90
Properties=species:S:1:pos:R:3:forces:R:3:mulliken_charge:R:1
Mg 12.838418 27.772309 -16.927657 -0.73 -1.41 0.19 0.8761
Mg 8.861886 24.385436 -14.268746 0.11 0.13 0.64 0.9333
O 15.598331 22.520614 -23.062923 -0.23 -0.18 0.23 -0.5577
C 14.717109 23.104820 -22.517432 0.16 0.85 -0.96 0.5743
O 14.543642 23.278415 -21.222682 -0.11 0.08 1.61 -0.5375
B 13.384916 24.131775 -20.941728 0.85 -1.06 -2.09 1.3707
O 12.863477 24.514448 -22.255745 -0.25 0.35 1.54 -0.5547
C 13.608539 23.954284 -23.195759 0.01 -0.80 -1.17 0.5912
O 13.410412 24.039233 -24.365326 0.15 0.13 -0.05 -0.5414
O 13.792495 25.356721 -20.154918 -0.17 0.26 0.52 -0.5336
C 13.071194 25.382767 -19.102061 -0.54 -0.46 -0.61 0.6014
O 12.996397 26.260462 -18.257395 0.33 1.45 0.42 0.0891
C 12.196525 24.114892 -19.025026 0.30 0.09 0.46 0.1733
O 12.420446 23.399249 -20.097377 -0.33 0.67 0.54 -0.5902
O 11.526672 23.901872 -18.055364 -0.44 -0.40 -0.14 -0.2281
N 11.616520 25.724519 -14.856145 0.52 -0.56 0.20 0.3680
O 10.500001 25.202817 -14.861255 0.10 0.12 -0.70 -0.8020
O 11.846586 26.599925 -15.712272 -0.18 0.71 -0.38 -0.0341
O 12.474156 25.372001 -14.068937 0.11 0.24 0.06 -0.5713
As 7.737892 27.869395 -14.333404 -0.01 0.80 -0.86 2.2499
F 6.195026 27.361017 -14.972928 0.78 -0.28 0.45 -0.4882
F 8.472824 27.636407 -15.909470 -0.16 0.07 0.49 -0.4179
F 9.312019 28.355396 -13.712173 -0.31 -0.50 -0.28 -0.4779
F 7.148230 27.916725 -12.725973 -0.10 -0.21 -0.21 -0.4804
F 8.181784 26.098477 -14.054928 -0.56 1.39 0.53 -0.3989
F 7.341487 29.501354 -14.705675 0.21 -0.29 0.26 -0.4935
C 15.777750 26.827781 -16.708793 -0.01 -0.15 -0.06 -0.6374
O 14.578335 27.462746 -16.199908 1.50 0.72 0.15 -0.0839
C 14.924436 28.156859 -14.988435 -1.00 0.30 0.41 -0.5311
C 13.795504 29.114957 -14.525986 0.64 -0.13 0.04 -0.7186
O 12.793288 29.261683 -15.539929 0.50 0.10 0.14 -0.2599
C 11.872035 30.332613 -15.247278 -0.62 -0.02 -1.30 -0.7959
H 15.559073 26.384195 -17.675847 -0.16 -0.18 0.18 0.1397
H 16.088988 26.098227 -15.960245 0.04 -0.15 -0.28 0.3071
H 16.570029 27.563761 -16.851734 -0.12 0.11 0.10 0.3167
H 15.805757 28.777138 -15.136199 0.28 -0.42 -0.16 0.4947
H 15.046180 27.402262 -14.211598 0.42 0.06 -0.05 0.3368
H 14.252186 30.086082 -14.329637 -0.14 0.13 -0.15 0.4936
H 13.411293 28.770746 -13.565068 -0.62 -0.11 -0.27 0.3534
H 11.271779 30.429988 -16.156373 -0.22 -0.12 0.23 0.2836
H 12.389686 31.289214 -15.184935 0.19 -0.17 0.60 0.3146
H 11.217612 30.054617 -14.424685 0.19 0.20 0.20 0.2853
C 14.361414 21.979879 -17.856163 0.43 -1.10 -0.81 -0.6922
O 14.776772 21.873353 -16.506377 -0.07 -0.44 -0.42 -0.2991
C 14.405464 20.586110 -16.023000 -0.64 0.41 0.39 -0.1670
C 14.817114 20.333347 -14.588394 -0.12 -0.17 0.36 -0.7042
O 14.160596 21.136545 -13.620062 -0.58 -0.33 -0.41 -0.3938
C 14.424552 22.516139 -13.708170 0.38 0.22 0.26 -0.4731
H 13.363475 21.576243 -18.073717 -0.33 0.46 0.61 0.3712
H 14.966684 21.310394 -18.483011 0.36 0.32 -0.01 0.4299
H 14.454488 22.986700 -18.251454 0.14 0.12 0.36 -0.0511
H 14.709100 19.724374 -16.630143 0.57 0.37 -0.29 0.4588
H 13.307174 20.568208 -16.087973 -0.09 -0.22 0.32 0.0931
H 15.886732 20.348430 -14.355659 0.18 0.32 -0.62 0.3791
H 14.525310 19.298978 -14.390393 -0.19 0.06 0.16 0.3268
H 13.873470 23.055925 -14.484246 -0.16 -0.29 -0.01 -0.0034
H 15.489867 22.682391 -13.912649 -0.03 0.11 0.18 0.4552
H 14.152948 22.915550 -12.729177 0.14 0.18 -0.08 0.2499
C 6.451795 23.475143 -12.236584 1.17 -0.85 0.91 -1.1078
O 7.103965 23.645413 -13.493309 -0.82 -0.32 -0.52 0.4484
C 6.161484 23.460745 -14.564795 -0.28 0.33 -0.47 -0.8589
C 6.848107 23.301452 -15.930087 -0.30 0.17 0.83 -0.7571
O 7.968336 24.169892 -15.968442 -0.30 0.69 -0.50 0.3769
C 8.242584 24.915019 -17.161226 0.07 -0.85 -0.97 -0.8920
H 6.370163 22.398149 -12.060822 -0.69 0.01 -0.18 0.3495
H 5.512341 24.007346 -12.124444 -0.06 0.05 -0.34 0.3893
H 7.135887 23.765087 -11.436881 0.03 0.55 -0.27 0.2172
H 5.507807 24.336946 -14.583984 0.10 0.09 0.02 0.4635
H 5.517709 22.589881 -14.415430 0.20 -0.11 0.28 0.5014
H 6.081372 23.597703 -16.645966 0.25 -0.19 -0.36 0.5571
H 7.193121 22.276819 -16.065528 -0.07 -0.01 -0.26 0.2357
H 9.097097 25.560152 -17.000691 -0.10 0.08 0.37 -0.0030
H 7.381684 25.481677 -17.511207 -0.08 0.06 0.29 0.4065
H 8.534899 24.186310 -17.924269 -0.10 0.13 -0.13 0.3954
C 10.436141 24.947136 -11.606323 -1.01 0.40 1.41 -1.0079
O 9.763949 24.065334 -12.501339 0.55 -0.17 0.16 0.2479
C 10.212102 22.718238 -12.312135 -0.90 -0.13 -0.65 -0.7824
C 9.526701 21.819658 -13.357163 0.89 -1.06 1.87 -0.8151
O 9.375428 22.483239 -14.598321 0.32 -1.42 0.77 -0.2297
C 10.352189 22.072683 -15.549038 0.70 -0.17 -1.27 -0.8818
H 11.490852 24.708816 -11.510353 0.10 0.19 -0.34 0.2886
H 9.960631 24.850858 -10.618959 0.27 -0.44 0.03 0.3323
H 10.208367 25.993933 -11.806649 0.36 -0.12 -0.86 0.2365
H 9.842872 22.421808 -11.328317 0.67 -0.28 0.15 0.5016
H 11.287506 22.624003 -12.472260 0.10 0.40 0.47 0.3207
H 8.668372 21.331650 -12.883570 -0.96 0.92 -0.88 0.2578
H 10.155678 20.921555 -13.391360 0.34 0.29 -0.75 0.6184
H 11.398199 22.289906 -15.304605 -0.25 0.40 0.56 0.0614
H 10.140161 22.597358 -16.478844 -0.07 -0.03 0.04 0.3144
H 10.338835 20.995795 -15.731217 -0.50 0.01 0.14 0.4166
```
Positions in Å, forces in eV/Å.

As for the frontier orbital gap: 7.49 eV. As for the multiplicity: 1. As for the total charge: +1. The LUMO energy comes out at -0.1385 Eh. The energy above the lowest of the compared OMol25 structures with the same formula, charge and spin is 3.089 eV.